An isolated ion of composition C2H3BrN5 and charge -1. Source: OMol25; level of theory: ωB97M-V with the def2-TZVPD basis set.

Structure (XYZ):
```
11
Properties=species:S:1:pos:R:3:forces:R:3
C -0.525464 -0.394745 0.267747 -0.620 -0.464 0.781
C -0.105796 0.867688 -0.291050 1.021 0.164 -2.400
N -1.106189 -1.426207 -0.415579 0.391 1.692 2.583
N -0.390757 -0.605492 1.597368 0.323 0.674 -1.867
N -1.373878 -2.248050 0.613952 0.222 -1.274 -0.751
N -0.900215 -1.789653 1.739630 -1.139 -1.514 1.068
N 1.261226 0.467893 -0.839229 -2.236 0.280 -2.737
Br 2.144919 1.782160 -1.947880 -0.286 0.061 0.284
H -0.807176 1.121733 -1.090991 0.450 0.288 -0.125
H 0.053512 1.686820 0.389948 -0.485 0.177 0.494
H 1.749818 0.537853 -0.023916 2.359 -0.084 2.669
```
Positions in Å, forces in eV/Å.

Results
Energy (Ha): -2925.7909
LUMO energy (eV): 2.98
Charge: -1
Molecular weight (g mol⁻¹): 176.985
Frontier orbital gap (eV): 7.841
Maximum force (eV Å⁻¹): 3.6
Energy above the lowest of the compared OMol25 structures with the same formula, charge and spin (kJ/mol): 63.94
Multiplicity: 1

=====

A 2-piece molecular cluster, C2H3BrNO overall. Source: OMol25; level of theory: ωB97M-V with the def2-TZVPD basis set.

Structure (XYZ):
```
8
Properties=species:S:1:pos:R:3:forces:R:3
C -0.043304 0.693798 0.179909 0.667 1.387 -2.392
C 0.196095 -0.702227 -0.122309 0.832 -0.050 0.444
N 1.286026 -0.035710 -0.163260 -1.095 0.320 0.627
O 2.544487 0.124030 -0.228302 -1.051 -0.523 -0.045
Br -3.030541 -0.863769 -0.349091 -0.128 -0.059 0.037
H -0.408086 1.419168 -0.614912 0.317 -1.117 1.043
H -0.210290 0.981248 1.186211 0.025 0.350 0.935
H -0.334390 -1.616537 0.111752 0.432 -0.307 -0.647
```
Positions in Å, forces in eV/Å.

Results
Energy (Ha): -2781.9461
LUMO energy (eV): 4.21
Charge: -1
Molecular weight (g mol⁻¹): 136.956
Frontier orbital gap (eV): 8.196
Maximum force (eV Å⁻¹): 2.8
Energy above the lowest of the compared OMol25 structures with the same formula, charge and spin (kJ/mol): 143.41
Multiplicity: 1

=====

C2H3BrS as an isolated structure. Source: OMol25; level of theory: ωB97M-V with the def2-TZVPD basis set.

Structure (XYZ):
```
7
Properties=species:S:1:pos:R:3:forces:R:3
C 0.296231 0.757225 1.559051 3.468 -2.300 0.486
C 0.048168 0.072942 0.249217 -0.063 -0.536 0.816
S 1.543475 0.328786 2.526858 -0.351 0.286 -0.503
Br -0.944408 1.883221 2.197347 -1.768 1.635 0.307
H -1.000976 -0.125756 0.425188 -0.485 -0.692 -1.072
H 0.664634 -0.845573 0.060020 -0.628 0.967 0.605
H 0.181918 0.736777 -0.574666 -0.174 0.639 -0.639
```
Positions in Å, forces in eV/Å.

Results
Energy (Ha): -3050.1702
LUMO energy (eV): -0.44
Molecular weight (g mol⁻¹): 139.017
Frontier orbital gap (eV): 8.379
Maximum force (eV Å⁻¹): 4.2
Energy above the lowest of the compared OMol25 structures with the same formula, charge and spin (kJ/mol): 19.47
Multiplicity: 1

=====

An isolated molecule of C2H3BrS2. Source: OMol25; level of theory: ωB97M-V with the def2-TZVPD basis set.

Structure (XYZ):
```
8
Properties=species:S:1:pos:R:3:forces:R:3
C -0.603893 -0.008752 -0.264227 0.715 0.364 1.668
C 0.729800 -0.854863 0.403117 -2.530 2.296 -3.419
S -2.130184 -0.556426 -0.466146 1.409 -0.307 -0.129
S -0.254989 1.762290 -0.192471 -1.374 -0.066 -1.077
Br 2.390676 -0.435565 -0.474877 0.067 -0.347 -0.482
H 0.465518 -1.874420 0.414578 0.030 -1.080 0.081
H 0.901989 -0.367752 1.289774 -0.175 0.494 2.472
H -1.498915 2.335491 -0.709750 1.859 -1.354 0.886
```
Positions in Å, forces in eV/Å.

Results
Energy (Ha): -3448.3387
SMILES: S=C(S)CBr
LUMO energy (eV): -0.68
Molecular weight (g mol⁻¹): 171.084
Frontier orbital gap (eV): 8.288
Maximum force (eV Å⁻¹): 4.8
Energy above the lowest of the compared OMol25 structures with the same formula, charge and spin (kJ/mol): 49.61
Multiplicity: 1

=====

A 2-piece molecular cluster, C2H3BrS2 overall. Source: OMol25; level of theory: ωB97M-V with the def2-TZVPD basis set.

Structure (XYZ):
```
8
Properties=species:S:1:pos:R:3:forces:R:3
C -0.269765 -1.720908 -1.660481 1.543 0.760 2.069
C 0.398844 0.587786 1.625922 0.413 0.300 1.328
S 0.130087 -1.542236 -0.098647 -0.945 -0.339 -1.391
S -0.161223 -0.757875 -3.018792 -1.363 1.608 0.166
Br -1.134487 1.665528 1.583501 -0.395 0.198 -0.318
H 0.291382 -0.052150 2.542422 0.556 0.335 -1.241
H 1.298023 1.251338 1.556564 -0.690 -1.100 -0.163
H -0.552861 0.568518 -2.530489 0.881 -1.761 -0.450
```
Positions in Å, forces in eV/Å.

Results
Energy (Ha): -3448.2289
LUMO energy (spin up / spin down) (eV): -1.14 / -0.61
Molecular weight (g mol⁻¹): 171.084
Frontier orbital gap (spin up / spin down) (eV): 7.525 / 7.588
Maximum force (eV Å⁻¹): 2.7
Energy above the lowest of the compared OMol25 structures with the same formula, charge and spin (kJ/mol): 337.82
Multiplicity: 1

=====

An isolated molecule of C2H3Cl2N. Source: OMol25; level of theory: ωB97M-V with the def2-TZVPD basis set.

Structure (XYZ):
```
8
Properties=species:S:1:pos:R:3:forces:R:3
C 0.928458 0.406216 0.290506 -3.362 -0.836 2.192
C -0.265485 -0.217174 -0.507288 1.171 0.867 -0.772
N -1.147844 0.091331 0.486214 2.076 3.659 -2.683
Cl -0.139350 -1.898334 -1.066858 0.290 -0.350 0.424
Cl -0.609980 0.754893 -1.986145 0.135 0.083 0.218
H 1.235857 -0.161381 1.273525 -0.373 1.021 -2.281
H 1.056025 1.524370 0.298071 -0.164 -1.388 -0.296
H -1.057683 -0.499920 1.211976 0.227 -3.055 3.198
```
Positions in Å, forces in eV/Å.

Results
Energy (Ha): -1053.0222
LUMO energy (spin up / spin down) (eV): -1.01 / -1.03
Molecular weight (g mol⁻¹): 111.959
Frontier orbital gap (spin up / spin down) (eV): 9.345 / 9.300
Maximum force (eV Å⁻¹): 5.0
Energy above the lowest of the compared OMol25 structures with the same formula, charge and spin (kJ/mol): 264.58
Multiplicity: 1

=====

A 2-piece molecular cluster, C2H3Cl2N overall. Source: OMol25; level of theory: ωB97M-V with the def2-TZVPD basis set.

Structure (XYZ):
```
8
Properties=species:S:1:pos:R:3:forces:R:3
C 1.235401 0.029587 -0.437874 -1.253 0.159 1.744
C -1.130218 -0.046292 0.086225 1.596 -0.659 -2.172
N -2.010030 0.152638 0.883234 -0.014 -0.783 -2.084
Cl 1.933683 -1.561079 -0.434493 -0.217 -0.292 0.013
Cl 2.218626 1.170909 0.454106 -0.128 0.079 0.319
H 1.196187 0.406666 -1.423240 -0.511 0.161 -1.078
H -1.304581 -0.437192 -0.954093 0.150 0.536 0.850
H -2.139066 0.284763 1.826136 0.376 0.799 2.409
```
Positions in Å, forces in eV/Å.

Results
Energy (Ha): -1052.9971
LUMO energy (spin up / spin down) (eV): 0.00 / -0.13
Molecular weight (g mol⁻¹): 111.959
Frontier orbital gap (spin up / spin down) (eV): 8.208 / 7.921
Maximum force (eV Å⁻¹): 2.8
Energy above the lowest of the compared OMol25 structures with the same formula, charge and spin (kJ/mol): 330.42
Multiplicity: 1

=====

An isolated ion of composition C2H3Cl2N2 and charge +1. Source: OMol25; level of theory: ωB97M-V with the def2-TZVPD basis set.

Structure (XYZ):
```
9
Properties=species:S:1:pos:R:3:forces:R:3
C -0.754262 0.010262 0.039724 0.921 -0.146 1.315
C 0.461853 -0.004714 -0.047820 -4.036 -0.151 -0.231
N -2.101036 -0.097685 0.245449 3.636 4.267 -0.412
N 1.824295 0.048673 0.052982 0.955 -4.164 -4.017
Cl -3.077570 -1.438748 -0.399536 -2.574 -4.332 -1.330
Cl -2.821801 1.440882 0.004315 -0.031 0.370 0.573
H 2.119649 -0.820296 0.564099 0.318 0.898 -0.305
H 2.066300 0.847374 0.510493 1.578 3.063 1.835
H 2.282573 0.014254 -0.969706 -0.767 0.195 2.572
```
Positions in Å, forces in eV/Å.

Results
⟨S²⟩: 2.016
Energy (Ha): -1107.3281
LUMO energy (spin up / spin down) (eV): -4.60 / -7.13
Charge: +1
Molecular weight (g mol⁻¹): 125.966
Frontier orbital gap (spin up / spin down) (eV): 6.172 / 7.313
Maximum force (eV Å⁻¹): 5.9
Energy above the lowest of the compared OMol25 structures with the same formula, charge and spin (kJ/mol): 32.63
Multiplicity: 3

=====

C2H3Cl2N2P as an isolated structure. Source: OMol25; level of theory: ωB97M-V with the def2-TZVPD basis set.

Structure (XYZ):
```
10
Properties=species:S:1:pos:R:3:forces:R:3
C -0.138677 0.463313 -0.490009 -1.134 0.253 0.544
C -1.402331 -0.092609 0.290289 0.721 -1.406 -0.008
N 0.998933 -0.117269 0.044170 -0.072 -0.138 0.264
N -1.313701 -0.595584 1.455373 -4.162 0.641 -2.773
P 2.277311 -0.536913 -0.742736 -1.085 1.031 -2.759
Cl -0.269111 0.514453 -2.292839 -0.273 -0.957 -0.183
Cl -0.180429 2.175421 -0.110001 0.210 1.396 0.811
H -2.342916 -0.135520 -0.281594 0.349 0.342 0.320
H -0.442675 -0.573805 1.825487 3.683 0.167 1.254
H 2.813596 -1.101487 0.301859 1.762 -1.330 2.529
```
Positions in Å, forces in eV/Å.

Results
Energy (Ha): -1449.1780
LUMO energy (eV): -1.30
Molecular weight (g mol⁻¹): 156.940
Frontier orbital gap (eV): 8.832
Maximum force (eV Å⁻¹): 5.0
Energy above the lowest of the compared OMol25 structures with the same formula, charge and spin (kJ/mol): 308.48
Multiplicity: 1

=====

C2H3Cl2N2P as an isolated structure. Source: OMol25; level of theory: ωB97M-V with the def2-TZVPD basis set.

Structure (XYZ):
```
10
Properties=species:S:1:pos:R:3:forces:R:3
C -0.963280 -0.566198 0.219986 1.536 -0.690 -0.159
C -0.221340 0.740589 0.420050 0.439 2.440 1.240
N -0.440129 -1.531419 -0.429684 -1.154 1.327 0.738
N 1.129476 0.594183 0.192211 -0.342 -4.401 -2.013
P 0.971590 -1.077122 -1.145534 2.234 1.422 1.124
Cl -2.466186 -0.677802 0.875441 -1.947 -0.112 0.904
Cl -1.109675 1.845400 -0.930652 0.255 -0.261 0.521
H -0.292800 1.358014 1.404860 -1.044 -1.270 -1.728
H 1.622136 1.356637 -0.211447 0.167 0.785 -0.304
H 1.770212 -2.042286 -0.395228 -0.145 0.760 -0.324
```
Positions in Å, forces in eV/Å.

Results
Energy (Ha): -1449.2131
LUMO energy (eV): -0.14
Molecular weight (g mol⁻¹): 156.940
Frontier orbital gap (eV): 9.177
Maximum force (eV Å⁻¹): 4.9
Energy above the lowest of the compared OMol25 structures with the same formula, charge and spin (kJ/mol): 216.39
Multiplicity: 1